# 1
102
Properties=species:S:1:pos:R:3 method="wB97M-V/def2-TZVPD" homo_lumo_gap_ev="7.11 / 6.57" total_charge=+1 mol_weight_da=1022.52 multiplicity=3 s2=2.015
Pt -0.2963 0.1766 -0.4061
Sb 1.3833 0.6174 1.6019
Sb 1.5709 -1.1035 -1.7464
C 2.8594 2.1858 3.8535
C -1.5230 4.9236 -0.4028
C -2.7053 2.2694 1.6764
C -2.9356 1.0825 2.6256
C 1.6699 1.5540 3.5101
C 2.2229 -2.8373 -0.6944
C 1.7609 -5.1226 -0.0715
C 0.1861 -2.1369 2.2351
C 2.0818 2.4358 6.1196
C 0.8873 1.8148 5.7747
C 1.8902 -2.8002 4.3232
C 2.1817 -3.5794 -5.9350
C 3.0644 2.6235 5.1589
C 3.1722 -2.7166 -5.4856
C 3.3033 1.2648 -0.7453
C -1.5944 3.1196 2.3076
C -2.4742 -2.3477 -1.5185
C 3.4581 -2.9259 -0.0631
C 2.9890 -5.1990 0.5722
C -2.0280 2.4288 -0.9555
C -1.0752 4.0118 -2.6513
C -2.3703 1.7646 0.2725
C 3.3303 0.1252 -1.7640
C 1.7685 -2.0544 -3.6451
C 0.6812 1.3750 4.4764
C -2.2640 0.1611 -1.4650
C -1.9477 1.4152 -1.9826
C -2.1533 -1.0531 -3.6466
C 3.8376 -4.1019 0.5740
C 2.1109 -1.6437 3.5901
C 0.9822 -3.6782 -5.2433
C -1.9916 3.8783 -1.4176
C 3.3490 0.8559 0.7354
C -0.0421 -3.2898 2.9768
C -3.4362 4.2216 -1.8520
C -2.4443 0.3698 -0.0413
C 0.7731 -2.9162 -4.1018
C -2.7679 -1.0323 -2.2483
C 1.3778 -3.9455 -0.6965
C -4.0241 3.0675 1.6272
C -4.2954 -0.8690 -2.3747
C 2.9703 -1.9562 -4.3400
C 0.8062 -3.6170 4.0247
C 1.2600 -1.3023 2.5375
H 2.3479 -4.1770 -6.8224
H 0.4152 -3.9027 -1.1972
H -2.4997 -1.9340 -4.1911
H 4.7998 -4.1588 1.0680
H -0.8987 5.0689 -2.8516
H -1.7259 1.6071 -3.0205
H 2.4173 1.8800 -0.9306
H 2.9414 -0.9945 3.8483
H -2.1799 4.9951 0.4593
H 0.2085 -4.3515 -5.5920
H -4.7727 -0.8810 -1.3921
H -3.4399 5.1992 -2.3398
H 2.5545 -3.0622 5.1384
H 3.3785 0.5423 -2.7708
H -4.7867 2.5201 1.0670
H -3.8997 4.0461 1.1645
H -2.8667 -0.3745 0.6139
H -0.1056 3.5333 -2.4858
H -4.3963 3.2244 2.6420
H 3.7601 -1.2970 -4.0010
H 3.2868 -6.1149 1.0676
H -4.5459 0.0723 -2.8699
H -0.7013 2.5208 2.4529
H -1.5259 3.5872 -3.5498
H -3.0239 -2.4135 -0.5755
H 3.9962 3.1104 5.4190
H 1.0988 -5.9799 -0.0826
H 3.9210 -0.0566 0.9056
H -2.0682 0.4167 2.6595
H 4.1083 -2.6344 -6.0243
H -0.5034 4.7219 -0.0658
H -1.0640 -1.0788 -3.6037
H -1.9190 3.4751 3.2899
H -4.7099 -1.6905 -2.9657
H -4.1122 4.2597 -0.9964
H -2.7807 -3.1940 -2.1379
H 4.1481 -2.0901 -0.0712
H 0.6163 -4.5047 4.6157
H 2.2486 2.7687 7.1367
H 3.8282 1.6499 1.3043
H 4.1997 -0.5185 -1.6246
H 0.1151 1.6678 6.5212
H -0.8794 -3.9359 2.7352
H -3.8164 0.4967 2.3498
H -2.4511 -0.1741 -4.2232
H -0.2476 0.8728 4.2281
H -1.3185 3.9816 1.7125
H -0.1685 -3.0030 -3.5721
H -1.5251 5.9011 -0.8876
H 4.1621 1.9087 -0.9496
H -1.4094 -2.4429 -1.3000
H -0.4812 -1.8809 1.4187
H 3.6419 2.3516 3.1250
H -3.1083 1.4693 3.6320
H -3.8221 3.4831 -2.5593

# 2
113
Properties=species:S:1:pos:R:3 method="wB97M-V/def2-TZVPD" homo_lumo_gap_ev="3.72 / 3.67" total_charge=+4 mol_weight_da=859.99
Mo 0.6412 -0.5718 -0.5456
S -1.7724 0.3089 -0.5344
O 1.5325 -4.3997 0.7952
O 3.4447 0.8535 -3.2061
O 1.1970 0.4235 0.9742
N -3.6812 1.9728 0.2362
N 0.8080 1.4458 2.9657
N -1.5755 2.5944 0.8577
N 1.5969 0.4414 -1.8660
N 2.4339 -1.6925 -1.1129
N 0.6102 -2.2867 0.4648
N 2.9231 1.4957 2.0188
C -0.4241 -1.4215 -3.1926
C 3.9080 1.0318 1.0379
C 1.5854 -3.3413 0.2844
C 0.7705 1.4277 -2.4893
C 2.8803 0.1478 -2.4470
C 0.0830 1.0066 -3.6675
C -0.5305 0.8494 3.0875
C 3.0887 3.8423 -1.6414
C -1.8441 -4.1016 -0.8946
C 0.8678 2.7925 -2.1031
C -5.8958 0.2544 -2.2507
C 3.7295 -3.6843 -1.0071
C 2.3927 3.1458 3.7718
C -7.1968 1.0879 -0.4170
C 1.2434 2.2342 4.1383
C -2.0951 -2.6401 -0.4834
C -0.5324 3.3131 -3.9971
C -6.0429 1.5675 0.1806
C 4.4464 -1.8468 -2.3761
C -2.3934 1.7440 0.2165
C -0.4135 -0.6833 -5.5331
C -4.7342 0.7319 -1.6612
C 1.8040 3.2728 -1.0068
C 0.1862 3.7130 -2.8799
C -2.7606 -2.4758 1.9095
C -4.8159 1.3733 -0.4345
C -3.5181 -2.2358 -0.8527
C -0.5639 1.9706 -4.3966
C 0.2027 -0.4305 -4.1562
C 4.6570 -3.1336 -1.8858
C 3.3187 -1.1752 -1.9737
C 1.6594 1.1279 2.0088
C 1.3119 -2.9378 3.4710
C 2.6460 -2.9195 -0.6400
C 2.3958 -1.8853 3.2308
C -1.1404 -2.6229 3.7086
C -2.4657 -2.5219 3.2648
C -7.1232 0.4221 -1.6309
C -1.7500 -2.4422 0.9830
C 3.4803 2.3344 3.1058
C -0.3811 -2.4145 1.4518
C 1.1922 4.3519 -0.1051
C 1.2693 -3.3200 4.9534
C -0.0610 -2.6224 2.8572
H 2.1566 -0.9668 3.7763
H 3.8283 -4.6883 -0.6118
H 4.2298 2.9855 2.6609
H 5.1352 -1.3710 -3.0662
H 0.0374 -1.3573 -2.1739
H -4.2328 -2.9670 -0.4664
H -3.7900 0.6534 -2.1811
H -2.4775 -4.7630 -0.2987
H 0.6056 -4.1664 5.1311
H 3.9911 1.6863 3.8217
H -3.6321 -2.2307 -1.9393
H 5.5274 -3.7021 -2.1930
H 1.6328 -3.8382 2.9857
H -5.8492 -0.2267 -3.2210
H 0.2483 4.7688 -2.6395
H 3.5100 0.2206 0.4449
H 1.2708 -0.6476 -4.2481
H -0.9609 -2.7207 4.7691
H -3.7923 -2.4956 1.5835
H 2.0644 2.4135 -0.3902
H 4.7852 0.6684 1.5723
H 3.8023 4.1254 -0.8623
H -0.7650 0.2115 2.2468
H -0.5892 2.5061 0.7281
H -1.0394 4.0573 -4.6011
H 2.5154 -1.6447 2.1693
H 2.7861 3.6149 4.6716
H 3.3546 -2.2505 3.6023
H 0.2311 4.0589 0.3179
H 3.5644 3.1402 -2.3207
H -0.2797 -2.4576 -3.4979
H 4.2191 1.8484 0.3844
H 1.0386 5.2838 -0.6519
H -1.2772 1.6366 3.1631
H -0.5702 0.2542 4.0012
H 2.0522 3.9435 3.1079
H -3.7922 -1.2527 -0.4713
H -2.1109 -4.2482 -1.9441
H -8.0252 0.0546 -2.1037
H 1.5264 1.5498 4.9419
H 0.9658 -2.4886 5.5976
H -1.4119 -2.0105 -1.0601
H -1.0748 1.7107 -5.3151
H -1.4876 -0.4803 -5.5438
H 2.2691 -3.6160 5.2692
H 1.8775 4.5774 0.7150
H 0.3859 2.8101 4.4769
H -0.8133 -4.4218 -0.7457
H -6.1049 2.0958 1.1295
H 0.0721 -0.0606 -6.2856
H -3.9628 2.7406 0.8340
H 2.8539 4.7439 -2.2130
H -8.1554 1.2454 0.0613
H -0.2638 -1.7235 -5.8278
H -1.9134 3.4860 1.1899
H -1.4888 -1.2314 -3.0561
H -3.2717 -2.5355 3.9900

# 3
114
Properties=species:S:1:pos:R:3 method="wB97M-V/def2-TZVPD" homo_lumo_gap_ev="6.42 / 6.54" total_charge=-1 mol_weight_da=948.01 multiplicity=4 s2=3.794
I -0.7227 0.4234 2.1703
Cr -1.0576 0.2437 -0.4827
S -2.1142 -0.2515 -3.9196
S 0.9320 -4.9280 4.6117
O -1.6260 -0.9252 -5.0920
O -2.7340 1.2079 -0.3093
O -2.1409 -1.3936 -0.0109
N -0.1254 1.9019 -1.1381
N 2.7641 -3.1544 5.4965
N 0.2458 -1.0983 -1.3198
N -1.2089 -0.1057 -2.7452
N 0.6353 -2.9851 6.3414
C 1.3348 -1.9653 -1.1366
C 2.6564 0.0065 -0.0919
C -5.6518 -0.9386 -0.9244
C 1.5539 3.0008 -2.5013
C 2.3207 4.0632 0.8424
C -1.5261 3.7954 -1.8486
C 1.3288 -3.2753 -1.6587
C -5.0294 1.7078 -0.4045
C 0.9088 3.6064 1.0977
C -4.3070 -0.6148 -0.6292
C -2.1194 2.8555 -2.9183
C 2.4721 -4.0553 -1.3897
C 2.6840 1.7972 -4.2703
C -0.6021 3.2355 -0.9665
C -1.4690 3.0506 -4.3240
C 1.9756 0.6266 -3.9214
C -1.2399 5.9841 -0.9087
C 3.5706 -2.3150 -0.2217
C 3.0732 0.0798 1.3263
C -6.5872 0.0145 -0.9956
C 2.4332 3.0029 -3.5633
C -0.8053 -3.1491 6.1167
C -0.4708 -4.6892 -0.9553
C 1.4917 -3.6356 5.5557
C -0.0503 4.0749 0.0223
C 3.0232 -1.7070 5.6519
C 1.0411 0.6780 -2.8849
C 3.5175 -3.6464 -0.6167
C -0.3487 5.4395 0.0408
C -3.9628 0.8016 -0.4342
C -1.8945 5.1417 -1.8471
C -0.8810 -3.4886 -3.0770
C -3.7175 -3.1625 -0.5148
C 3.7566 0.6893 -0.9582
C 0.8774 1.8557 -2.1111
C -3.6266 3.0697 -3.2200
C 0.2214 -0.5807 -2.6271
C 0.9538 -2.3459 7.6082
C 3.8157 -3.8300 4.8203
C 0.1622 -4.0810 -2.2024
C -3.3186 -1.6723 -0.3267
C 0.4621 4.1598 2.4737
C -6.3150 1.3753 -0.6835
C 2.4970 -1.4469 -0.4920
H 3.3334 -1.4578 6.6620
H 3.8081 -1.4889 4.8941
H 2.4871 -5.0289 -1.8104
H -0.4197 2.7240 -4.2795
H -0.4631 -3.0011 -3.9957
H 2.4901 5.1309 0.6160
H -5.8524 -1.9508 -1.1173
H 4.3838 -4.2694 -0.5643
H 0.4049 -2.9001 8.4209
H 0.1537 -5.2835 -0.3460
H -4.2873 3.2778 -2.3504
H 1.3550 3.9347 -1.9581
H -1.5832 -4.2755 -3.4384
H 2.1008 -1.2363 5.3241
H -3.9815 2.1254 -3.6202
H 4.1344 0.0133 1.4981
H -4.7476 2.7147 -0.1516
H -4.8026 -3.3375 -0.3399
H -3.4644 -3.4017 -1.5737
H 3.4646 1.8028 -5.0399
H 0.7251 5.1996 2.5078
H 3.0335 3.7764 1.6433
H 3.5206 0.7933 -1.9849
H -0.9304 -3.3771 5.1007
H -1.9769 1.8796 -2.4693
H 4.6621 0.0844 -0.9093
H 0.8999 2.5515 1.1537
H 0.5069 -4.9185 -2.7831
H 1.6800 0.4631 -0.2526
H 3.9872 -3.3198 3.8767
H 0.2139 6.1099 0.7079
H 3.9974 1.6513 -0.5431
H 3.6185 -4.8512 4.5533
H 2.6145 -0.7248 1.9482
H -1.2343 -2.2262 6.3802
H -7.0636 2.1397 -0.6572
H -1.2520 -5.3813 -1.3030
H 2.0949 -0.2867 -4.5258
H -0.8957 -3.9229 -0.3072
H -2.6052 5.4765 -2.5978
H 2.8496 1.0112 1.8510
H -1.2065 -3.9802 6.7393
H 0.5349 -1.2860 7.6841
H 2.6787 3.5384 -0.0795
H -1.5786 4.0840 -4.6657
H -1.9564 2.3180 -4.9867
H 4.7510 -3.7401 5.3001
H -7.5959 -0.2794 -1.2476
H 4.4635 -1.9756 0.2963
H -1.4919 -2.6865 -2.5246
H 2.9713 3.8586 -3.9233
H -0.6272 4.0843 2.6690
H -3.8830 3.9041 -3.8975
H -3.2000 -3.8576 0.1619
H 2.0645 -2.2566 7.7850
H -1.4286 7.0638 -0.8674
H 0.4784 -1.2044 -3.4863
H 1.0096 3.7472 3.2909

# 4
113
Properties=species:S:1:pos:R:3 method="wB97M-V/def2-TZVPD" homo_lumo_gap_ev="5.55 / 5.57" total_charge=+2 mol_weight_da=1039.04
Pt -0.6371 0.1892 0.8318
Se 1.7932 -0.5732 0.5564
S -1.3451 0.8521 -1.5767
P -2.2453 -1.5770 1.2951
P -1.1655 0.1518 3.2829
N -0.9547 2.6933 0.9371
N 3.0375 -0.9533 -1.9822
N -0.5852 -0.9466 -3.4150
N -2.2803 -1.0892 2.9255
N 2.1958 1.0754 -1.7748
N -1.4684 1.0855 -4.1548
C -2.1886 1.3643 4.1794
C 2.6401 0.9596 -3.0731
C -1.8291 -4.3027 0.8674
C -4.6358 -1.4792 -0.2126
C -3.7559 -0.8130 0.6312
C 3.9935 3.7609 -1.3216
C 0.9400 -2.4192 5.6281
C 3.4486 5.1701 -1.5218
C 3.6095 0.0702 -5.4886
C -3.6681 3.1785 5.6626
C -4.1544 1.8999 5.4472
C -5.0593 1.1970 0.4243
C -5.7341 -0.8076 -0.7214
C -3.2769 -6.0142 1.7164
C 2.4038 -0.1037 -1.1414
C -0.6049 -2.0308 -2.4592
C 3.1157 2.8950 -0.4169
C 0.0981 -1.2431 -4.6601
C -4.1038 -5.0512 2.2752
C 3.0740 1.3539 -5.3620
C -2.0509 0.6087 -5.3951
C 3.1796 -0.3334 -3.2025
C 0.9496 -0.2936 6.7473
C 5.7911 -0.9582 -0.7632
C -5.9415 0.5273 -0.4122
C 5.2175 -2.0580 -1.6551
C 3.6891 -2.1888 -1.6189
C -1.1121 0.2609 -3.1533
C -2.1409 -5.6429 1.0164
C -2.4359 3.5508 5.1468
C -0.1684 -0.5350 4.6372
C 1.3160 -1.6295 6.7050
C 0.2107 -1.8736 4.5894
C 5.5715 -1.1859 0.7271
C -3.8007 -3.7098 2.1343
C -3.4263 0.9977 4.6960
C -1.7028 2.4965 -3.9224
C -3.9643 0.5296 0.9352
C 0.2204 0.2594 5.7124
C -2.6591 -3.3401 1.4233
C 3.6824 -0.7912 -4.4127
C 2.5877 1.8269 -4.1577
C 1.8683 2.3075 -1.0967
C -1.6922 2.6431 4.4151
H -3.8204 0.0101 4.5124
H 5.5396 -1.8641 -2.6777
H 5.3782 0.0121 -1.0518
H -0.7138 2.9134 4.0397
H -2.0548 4.5458 5.3211
H -6.4301 -1.3294 -1.3600
H 6.8647 -0.9123 -0.9536
H -2.2459 -0.4558 -5.3423
H 3.7073 2.0630 -0.0297
H -4.4489 -2.9543 2.5595
H 0.3949 -0.3184 -5.1508
H -3.5196 -7.0581 1.8293
H 1.4439 3.0082 -1.8177
H 3.3163 5.6735 -0.5680
H 2.4936 5.1709 -2.0417
H 4.0904 -1.7819 -4.5183
H 4.5233 -1.0722 1.0089
H -1.0009 2.8819 -3.1851
H -6.7974 1.0470 -0.8132
H 5.8956 -2.1827 1.0117
H -0.5141 -1.8369 -5.3423
H 2.8021 3.4933 0.4372
H -5.1000 1.5970 5.8707
H -1.4961 -6.3972 0.5953
H 3.9728 -0.2516 -6.4508
H -1.1495 -1.7450 -1.5588
H -1.1023 -2.8937 -2.9062
H -2.6097 -1.7260 3.6421
H -4.4748 -2.5202 -0.4538
H 1.8893 -2.0573 7.5127
H -0.0735 -2.4864 3.7432
H -5.2247 2.2351 0.6742
H 3.3515 -2.4529 -0.6151
H -4.9850 -5.3481 2.8227
H 1.0017 -1.8155 -4.4403
H -1.3015 2.9552 0.0185
H 1.1082 2.0639 -0.3453
H -0.9440 -3.9960 0.3260
H -3.0054 1.1149 -5.5436
H -2.7182 2.6888 -3.5614
H 1.2093 -3.4640 5.6065
H -0.1455 3.2646 1.1467
H 1.2205 0.3161 7.5968
H 3.0341 1.9939 -6.2290
H -1.4073 0.8260 -6.2485
H -0.0602 1.3008 5.7576
H 6.1505 -0.4669 1.3011
H 0.4100 -2.3216 -2.1769
H 3.3754 -2.9665 -2.3198
H -4.2501 3.8854 6.2309
H 5.6412 -3.0166 -1.3583
H 4.9766 3.8403 -0.8574
H 4.1297 3.2808 -2.2924
H 4.1517 5.7527 -2.1094
H 2.1742 2.8206 -4.0787
H -1.5611 3.0253 -4.8644
H -3.2667 1.0252 1.6020
H -1.6733 2.9243 1.6165